No. 1
One molecule with the formula C8H18BrPS. Source: the Open Molecules 2025 dataset; level of theory: ωB97M-V with the def2-TZVPD basis set.

Properties
HOMO-LUMO gap in eV: 9.18
Relative energy (zero: lowest compared OMol25 entry of this formula, charge and spin) in kcal/mol: 25.07
LUMO level in eV: 0.52
HOMO level in eV: -8.66

ORCA input file:
```
! RIJCOSX wB97M-V def2-TZVPD def2/J DEFGRID3
* xyz 0 1
C -1.5210 -2.2757 -1.5336
C -0.9544 -1.4220 -0.3394
Br -0.3672 0.3407 -2.9283
C 1.9850 0.9082 1.0019
C -2.1252 -0.5830 0.1357
H 1.7159 -0.2503 1.2690
H 2.7792 1.5014 -1.3376
C -0.3655 -2.3340 0.6992
H 0.5564 -1.7625 1.1560
H -1.5811 -3.2756 -1.1026
H -1.1304 -2.5247 1.5379
H 3.0574 0.7312 0.8141
S 1.8885 -1.6579 -1.3776
H -2.5046 -1.8494 -1.8487
P 0.4970 -0.4317 -1.0015
H 0.4304 3.3058 0.8555
H 1.4167 2.3847 -1.9779
C -0.0251 2.4127 0.4130
H 0.0405 -3.2998 0.1879
H 2.3514 3.2206 -0.6460
H -0.4100 2.8517 -0.5370
H -1.9099 0.0062 1.1486
H 1.8593 1.4285 1.9437
C 1.1435 1.5029 -0.0982
H -2.4379 0.1400 -0.7747
H -2.9322 -1.2681 0.3440
H -0.6297 -2.3326 -2.2537
H -0.7915 1.9638 1.0461
C 2.0386 2.2678 -1.0371
*
```

No. 2
C8H18ClF6NO11S2Zr as an isolated structure. Source: the Open Molecules 2025 dataset; level of theory: ωB97M-V with the def2-TZVPD basis set.

Properties
HOMO-LUMO gap in eV: 1.85
LUMO level in eV: -11.87
HOMO level in eV: -13.71

ORCA input file:
```
! RIJCOSX wB97M-V def2-TZVPD def2/J DEFGRID3
* xyz 2 1
Cl -0.6497 -0.2497 0.9661
F 0.7722 -3.6772 -1.8569
F 1.7179 1.1742 -0.9648
O -4.1644 2.1112 1.1015
C 2.9095 0.8364 -1.3281
O -0.8784 -0.6420 -0.3815
C -0.1386 4.7159 2.1166
H -0.7817 3.5341 0.3273
C -0.3171 -4.4325 1.2466
H -0.4119 -5.5196 1.2986
N 2.8107 -1.9449 0.0086
H 0.1497 5.7547 2.2600
C -3.9244 2.8089 -0.1213
H -1.2966 -4.8961 -0.5690
S 3.2192 -2.8130 -1.3937
H -1.0176 4.5024 2.7310
C -1.3852 -4.1290 0.1954
F 1.1107 -1.6705 -2.5614
H -3.5356 2.3807 -2.2052
S 3.5778 -0.3532 0.0568
C -3.8009 1.8418 -1.2932
H -2.3469 -4.2481 0.7002
O 3.4328 -4.1650 -0.9713
H -3.0478 3.4672 -0.0571
O 0.5575 4.9919 -0.1848
H -0.5085 -4.0486 2.2488
H -3.4031 1.5443 1.2676
O 0.0498 0.9707 1.1968
C 1.6571 -2.8646 -2.4553
F 3.0315 0.3520 -2.5205
C -0.5069 4.5431 0.6544
H 1.3304 4.4307 -0.0800
H -4.8301 1.5200 -1.4604
H -1.3675 -3.0901 -0.1291
H 1.2430 -4.4691 0.0366
O 2.8425 -0.0729 1.3218
H -1.3420 5.2065 0.4348
F 3.7474 1.8381 -1.1784
H -3.0905 1.0336 -1.1387
O -1.8879 -0.1127 1.6465
O 1.0423 -3.9476 0.8428
O 4.9791 -0.3941 0.1768
H 0.6367 4.0397 2.4811
Zr 2.2006 -2.4478 1.8953
H -4.7698 3.4900 -0.1874
O 0.1987 -1.3067 1.6233
F 1.9382 -3.3569 -3.6221
O 4.2481 -2.2362 -2.1750
*
```

No. 3
C8H18ClIInO2P as an isolated structure. Source: the Open Molecules 2025 dataset; level of theory: ωB97M-V with the def2-TZVPD basis set.

Properties
HOMO-LUMO gap in eV: 5.46
Relative energy (zero: lowest compared OMol25 entry of this formula, charge and spin) in kcal/mol: 0.00
LUMO level in eV: -10.15
HOMO level in eV: -15.61

ORCA input file:
```
! RIJCOSX wB97M-V def2-TZVPD def2/J DEFGRID3
* xyz 2 1
H 1.4915 -0.1398 -2.4844
C 0.7144 0.6244 -2.6402
C -1.8941 1.6548 -2.4209
H -0.6661 1.8512 2.8596
H -2.0166 1.6891 -3.5077
H 0.5933 0.8018 -3.7233
I 2.2801 0.6707 0.8228
H 0.6818 -1.8238 3.3589
H 2.9790 -1.8235 1.0250
H 0.2750 -0.5915 4.6022
C -0.7094 -0.3041 2.7605
C -1.2850 0.9926 3.1594
H -1.3554 1.0088 4.2527
H 1.0553 1.5513 -2.1562
H -2.2837 1.1285 2.7421
H 2.9214 -1.4096 -0.7357
Cl -4.8770 0.2050 0.1891
O -1.1167 -0.9396 1.7432
O 6.1157 0.2572 0.3295
H 1.3332 -0.1714 3.2301
H -2.4447 -1.4652 -3.0498
C 5.3538 -0.3627 -0.2474
H -0.7000 -1.7962 -3.3769
H -2.8802 1.6990 -1.9500
In -2.5437 -0.5665 0.1108
P -0.9458 0.1505 -1.9782
C 0.4512 -0.7662 3.5342
H 1.4099 -1.8113 0.1186
C 2.3997 -1.3456 0.2311
C -1.4761 -1.0126 -3.3221
H -1.5582 -0.4705 -4.2772
H -1.3023 2.5154 -2.0888
*
```